1.
Here is a structure of composition C19H35CrNO2P2 at a distorted geometry from the Open Molecules 2025 dataset. Energies are from ωB97M-V with the def2-TZVPD basis set.

The spin multiplicity is 5. The charge is 0. The calculation puts the orbital gap (spin up / spin down) at 8.310 / 7.502 eV. Its total energy is -2677.293143 Ha. For the energy relative to the best compared isomer or geometry (same formula, charge and spin), the calculation gives 0.00 kJ/mol. The calculation puts the largest force on an atom at 0.0586 Eh/bohr.

Positions of all 60 atoms, in Å:
P1 1.65 -1.96 -3.01
P2 3.05 -2.19 -0.24
C1 3.40 -2.63 -3.00
C2 3.76 -3.22 -1.64
H1 4.07 -1.79 -3.26
H2 3.47 -3.39 -3.80
H3 3.36 -4.24 -1.53
H4 4.85 -3.26 -1.51
C3 4.56 -1.18 0.08
H5 4.42 -0.66 1.04
H6 4.69 -0.44 -0.71
H7 5.44 -1.84 0.14
C4 3.30 -3.43 1.09
H8 4.33 -3.81 1.08
H9 2.59 -4.26 0.95
H10 3.09 -2.94 2.05
C5 1.78 -0.99 -4.57
H11 0.78 -0.64 -4.84
H12 2.20 -1.61 -5.37
H13 2.42 -0.12 -4.39
C6 0.84 -3.45 -3.72
H14 0.79 -4.25 -2.97
H15 1.41 -3.80 -4.60
H16 -0.18 -3.18 -4.02
Cr1 -2.27 1.58 1.00
C7 -1.05 0.07 1.91
C8 -0.25 1.20 1.60
C9 0.65 1.35 0.40
C10 -0.03 2.02 -0.83
C11 -1.49 1.71 -0.97
C12 -2.06 0.42 -0.77
C13 -1.30 -0.85 -0.47
C14 -1.14 -1.16 1.04
C15 -4.04 2.23 0.24
H17 -1.35 -0.10 2.95
H18 -0.01 1.89 2.43
H19 1.10 0.39 0.09
H20 1.50 1.98 0.69
H21 0.08 3.12 -0.73
H22 0.53 1.76 -1.74
H23 -2.05 2.44 -1.57
H24 -3.07 0.24 -1.16
H25 -0.31 -0.86 -0.96
H26 -1.84 -1.69 -0.93
H27 -2.01 -1.75 1.38
H28 -0.27 -1.83 1.18
H29 -4.76 2.00 1.04
H30 -4.33 1.77 -0.72
H31 -3.93 3.32 0.14
O1 -3.34 0.84 3.95
C16 -3.18 2.04 3.76
C17 -3.68 3.18 4.65
C18 -3.53 4.42 3.80
C19 -2.65 4.00 2.62
O2 -2.13 4.71 1.78
N1 -2.53 2.61 2.67
H32 -4.71 2.99 4.98
H33 -3.02 3.21 5.54
H34 -4.50 4.75 3.39
H35 -3.08 5.25 4.35

Now the natural (NBO) charges, all in e: P 0.793; P 0.791; C -0.701; C -0.701; H 0.222; H 0.219; H 0.222; H 0.220; C -0.936; H 0.232; H 0.230; H 0.213; C -0.941; H 0.215; H 0.230; H 0.233; C -0.941; H 0.232; H 0.215; H 0.230; C -0.936; H 0.230; H 0.213; H 0.232; Cr 1.067; C -0.255; C -0.265; C -0.441; C -0.446; C -0.226; C -0.257; C -0.450; C -0.441; C -1.071; H 0.268; H 0.246; H 0.231; H 0.229; H 0.227; H 0.236; H 0.249; H 0.243; H 0.239; H 0.227; H 0.219; H 0.239; H 0.206; H 0.187; H 0.223; O -0.627; C 0.692; C -0.510; C -0.512; C 0.699; O -0.609; N -0.765; H 0.234; H 0.231; H 0.236; H 0.230

***

2.
Here is a structure of composition CH3Cl3Si at a distorted geometry from the Open Molecules 2025 dataset. Energies are from ωB97M-V with the def2-TZVPD basis set.

The charge is 0. The calculation puts the orbital gap at 8.058 eV. Its total energy is -1709.882968 Ha. For the energy relative to the best compared isomer or geometry (same formula, charge and spin), the calculation gives 695.41 kJ/mol. The calculation puts the largest force on an atom at 0.0567 Eh/bohr.

Positions of all 8 atoms, in Å:
C1 -1.89 0.55 0.22
Si1 -0.87 -0.75 -0.88
Cl1 -3.44 0.22 -0.57
Cl2 -1.38 2.20 -0.14
Cl3 4.15 0.53 -0.74
H1 -1.82 0.41 1.23
H2 4.54 -0.65 -0.69
H3 -1.31 -2.15 -0.06

Now the natural (NBO) charges, all in e: C -0.701; Si 0.774; Cl 0.011; Cl -0.024; Cl -0.256; H 0.219; H 0.257; H -0.279

***

3.
Here is a cluster of 2 separate species, C2H4Cl2FNS in total at a distorted geometry from the Open Molecules 2025 dataset. Energies are from ωB97M-V with the def2-TZVPD basis set.

The charge is 0. The calculation puts the orbital gap at 7.404 eV. Its total energy is -1551.698291 Ha. For the energy relative to the best compared isomer or geometry (same formula, charge and spin), the calculation gives 10.37 kJ/mol. The calculation puts the largest force on an atom at 0.0941 Eh/bohr. The SMILES is FC(Cl)Cl.CN=S.

Positions of all 11 atoms, in Å:
C1 1.57 0.54 -0.43
C2 -2.31 1.44 0.46
N1 1.40 -0.21 0.74
F1 -1.84 2.55 0.99
S1 2.43 0.04 1.89
Cl1 -2.11 1.69 -1.27
Cl2 -3.94 1.01 0.97
H1 2.65 1.07 -0.58
H2 1.35 -0.01 -1.30
H3 0.98 1.49 -0.41
H4 -1.76 0.51 0.91

Now the natural (NBO) charges, all in e: C -0.480; C 0.127; N -0.499; F -0.314; S 0.340; Cl -0.012; Cl -0.007; H 0.180; H 0.217; H 0.242; H 0.207